ORCA calculation (ωB97M-V with the def2-TZVPD basis set) on C54H44As2IrN4 as an isolated structure.

Geometry as XYZ:
```
105
Properties=species:S:1:pos:R:3:forces:R:3:lowdin_charge:R:1
Ir 0.042060 -0.774291 0.040083 2.0129 3.1476 0.7474 1.259
C -7.328557 0.115847 -1.347508 -0.0300 -0.0200 -0.0076 -0.077
C -6.683844 1.339984 -1.262559 -0.0352 0.0483 0.0191 -0.069
C -5.309782 1.395993 -1.082703 0.1071 -0.0085 -0.0818 -0.041
C -4.566987 0.222566 -1.005597 -0.1977 0.0074 0.0142 -0.211
C -5.219842 -1.006345 -1.108743 0.0067 0.1130 0.0696 -0.022
C -6.594886 -1.058500 -1.266375 -0.0002 -0.0178 -0.0477 -0.066
C -3.106162 0.191252 -0.741257 0.5521 -0.0104 -0.2723 -0.070
C -2.666306 0.475910 0.560354 -0.0138 -0.0583 -0.1202 -0.214
C -3.408036 1.154109 1.592974 0.1369 -0.0121 0.0981 0.028
C -2.641664 1.140492 2.710964 -0.0545 -0.0085 -0.1017 0.018
C -1.451948 0.385063 2.402023 0.1061 0.0168 0.0259 -0.236
C -0.546525 -0.141932 3.321289 0.1912 -0.5532 -0.2817 -0.078
C -0.820334 0.108473 4.762309 -0.1635 -0.0106 0.1869 -0.218
C -1.936404 -0.503135 5.334813 0.1047 0.0225 -0.0133 -0.030
C -2.244653 -0.300586 6.669206 -0.0271 0.0011 0.0134 -0.062
C -1.448283 0.528023 7.447299 -0.0126 -0.0079 -0.0072 -0.075
C -0.337737 1.139332 6.886675 0.0131 0.0127 0.0914 -0.069
C -0.019388 0.923854 5.553496 -0.0116 0.0455 -0.1187 -0.031
C 0.445694 -1.101944 3.003476 -0.7133 0.6016 -0.1301 -0.274
N 0.823108 -1.464173 1.740010 0.1163 -0.6223 0.6312 -0.117
C 1.708166 -2.507339 1.859600 0.1267 -0.1412 -0.8715 -0.217
C 2.364891 -3.120773 0.770742 -0.2523 0.4850 0.0709 -0.052
C 3.006048 -4.442747 0.954158 0.1540 -0.2084 0.0823 -0.202
C 4.067046 -4.685592 1.822390 0.0511 0.1145 -0.1481 -0.042
C 4.567747 -5.969427 1.971510 0.0472 -0.0340 0.0702 -0.069
C 3.998879 -7.029177 1.281783 -0.0368 -0.0066 -0.0156 -0.075
C 2.940795 -6.797279 0.415251 0.0194 -0.0267 -0.0264 -0.065
C 2.457627 -5.511900 0.239780 0.0285 0.0765 0.1354 -0.023
C 2.362354 -2.598581 -0.531897 0.1086 -0.0792 0.2926 -0.232
C 3.315673 -2.910900 -1.567130 -0.0126 0.0723 -0.1250 0.018
C 3.023940 -2.127937 -2.635256 0.0352 -0.0639 0.0643 0.026
C 1.823433 -1.396196 -2.309451 -0.0024 -0.0385 0.0481 -0.226
N 1.492931 -1.666742 -1.007276 -0.1438 -0.1561 -0.0199 -0.082
C 0.969536 -0.788501 -3.220845 -0.7846 0.0257 0.2791 -0.070
C -0.398089 -0.538630 -2.926502 1.1254 -0.1028 0.2512 -0.263
C -1.461490 -0.473265 -3.866116 -0.9439 0.4199 0.0475 0.017
C -2.619546 -0.290482 -3.153487 0.5307 -0.2018 -0.6970 0.015
C -2.252344 -0.202249 -1.782394 -0.4564 0.3690 0.8593 -0.246
N -0.893112 -0.386514 -1.661561 -0.3499 -0.5777 -0.5133 -0.104
C 1.454314 -0.454173 -4.583257 0.0476 -0.0310 -0.2477 -0.205
C 1.126052 -1.208251 -5.705930 0.1026 -0.1019 0.0473 -0.038
C 1.538453 -0.803061 -6.966137 -0.0183 -0.0220 -0.0763 -0.067
C 2.284075 0.355247 -7.123620 -0.0376 0.0226 0.0182 -0.076
C 2.638932 1.098721 -6.007678 0.0711 -0.0415 -0.0501 -0.069
C 2.226787 0.694797 -4.747720 -0.0244 -0.0090 0.0929 -0.033
C 1.873436 -2.820571 3.238242 -0.3371 0.3004 0.7281 0.020
C 1.115632 -1.926714 3.947952 0.6614 -0.5330 -0.0521 0.021
N -1.473126 0.065198 1.068802 -0.1832 -0.1552 -0.0882 -0.075
H -8.401254 0.075417 -1.477112 -0.0219 0.0098 0.0071 0.107
H -7.254582 2.256717 -1.326619 0.0005 0.0146 -0.0158 0.108
H -4.810460 2.355227 -1.017475 0.0120 0.0121 0.0274 0.114
H -4.640947 -1.918459 -1.035686 -0.0070 -0.0258 -0.0054 0.124
H -7.092979 -2.017265 -1.316644 -0.0136 -0.0073 -0.0396 0.108
H -4.378754 1.599466 1.460137 -0.0451 -0.0217 0.0398 0.114
H -2.865327 1.576462 3.669305 -0.0325 -0.0327 0.0454 0.121
H -2.553257 -1.145864 4.719643 -0.0386 -0.0112 0.0101 0.128
H -3.110023 -0.786199 7.099974 -0.0040 -0.0006 0.0123 0.109
H -1.696161 0.696961 8.486309 0.0170 0.0026 0.0148 0.107
H 0.280711 1.789392 7.491291 0.0252 -0.0011 -0.0134 0.107
H 0.845039 1.417282 5.125915 0.0333 -0.0176 -0.0083 0.101
H 4.524401 -3.859369 2.351906 -0.0021 0.0031 0.0404 0.119
H 5.406249 -6.145479 2.631747 0.0050 0.0103 0.0241 0.108
H 4.375283 -8.033433 1.419991 0.0317 -0.0042 -0.0054 0.107
H 2.484826 -7.617461 -0.122629 0.0217 -0.0200 -0.0148 0.108
H 1.623966 -5.330187 -0.426489 -0.0017 0.0016 -0.0288 0.124
H 4.119749 -3.620013 -1.465370 0.0149 -0.0286 -0.0102 0.123
H 3.527832 -2.091500 -3.586659 0.0058 -0.0023 -0.0298 0.121
H -1.368450 -0.563920 -4.934181 0.0569 0.0292 -0.0321 0.113
H -3.622775 -0.200967 -3.534166 -0.0230 -0.0011 -0.0097 0.124
H 0.573920 -2.133333 -5.595635 -0.0831 0.0330 0.0453 0.125
H 1.277096 -1.400042 -7.829550 -0.0037 -0.0024 -0.0161 0.109
H 2.582948 0.678995 -8.111133 0.0513 -0.0256 -0.0072 0.107
H 3.249850 1.984955 -6.120509 -0.0456 0.0338 0.0198 0.107
H 2.492272 1.280463 -3.875250 -0.0040 0.0127 0.0050 0.092
H 2.490168 -3.605272 3.638633 0.0067 -0.0462 -0.0240 0.110
H 1.027862 -1.847289 5.017969 -0.0648 -0.0334 0.0320 0.122
C 2.563754 1.093544 2.380413 -0.2074 -0.2259 -0.0905 -0.236
As 1.583997 1.318274 0.708261 -0.7437 -1.0024 -0.4335 1.228
C 3.104393 1.790749 -0.426434 -0.1684 -0.4584 -0.2381 -0.248
C 0.678125 3.027860 0.897881 -0.4957 -0.1783 -0.2475 -0.400
C 0.602649 3.652009 2.139995 0.2080 -0.2797 0.0455 -0.100
C 0.005540 4.895324 2.259030 -0.0006 0.0768 0.1077 -0.065
C -0.537365 5.514913 1.145258 -0.0016 -0.0131 -0.0253 -0.058
C -0.498849 4.875702 -0.083570 0.0197 -0.0062 0.0135 -0.103
C 0.096103 3.627172 -0.227078 0.1357 -0.0407 0.0687 -0.417
As 0.156961 2.747705 -1.982151 0.0834 0.2710 -0.1800 1.172
C 1.128156 4.199187 -2.900680 -0.0348 -0.0058 0.0490 -0.297
C -1.660241 3.187104 -2.581035 -0.0342 -0.0005 -0.0916 -0.286
H 1.892348 0.932847 3.218327 0.0328 0.0743 -0.0442 0.001
H 3.191212 1.966783 2.555924 -0.0696 0.0574 -0.1436 0.055
H 3.192558 0.208645 2.276685 -0.0276 0.0063 -0.0437 0.046
H 3.365403 2.831396 -0.239110 -0.1169 -0.0074 0.1092 0.049
H 2.854540 1.656794 -1.476120 -0.0161 -0.0069 0.0059 -0.014
H 3.947662 1.148857 -0.175075 -0.0387 -0.0419 0.0268 0.040
H 1.024747 3.171035 3.014688 -0.0331 0.0622 0.0187 0.090
H -0.028134 5.384652 3.222976 -0.0083 -0.0154 0.0239 0.112
H -0.985896 6.495736 1.230561 -0.0324 -0.0092 0.0243 0.113
H -0.931448 5.363803 -0.948543 -0.0245 0.0035 0.0165 0.096
H 0.680969 5.168258 -2.683383 -0.0556 -0.0055 -0.0250 0.020
H 1.120146 4.034181 -3.977930 -0.0389 -0.0639 0.0142 0.023
H 2.164198 4.222732 -2.561510 -0.0031 -0.0742 0.0048 0.019
H -1.781474 4.247448 -2.800001 0.0719 0.0246 0.0553 0.027
H -2.383341 2.892413 -1.821206 0.0610 -0.0409 0.0469 0.013
H -1.872482 2.622635 -3.488068 0.0336 -0.0229 -0.0024 0.021
```
Positions in Å, forces in eV/Å.

Calculated values
Net charge = +1
Molecular weight = 1091.0 Da
LUMO (spin up / spin down) = -3.91 / -3.91 eV
Kohn-Sham gap (spin up / spin down) = 5.56 / 5.55 eV

ORCA calculation (ωB97M-V with the def2-TZVPD basis set) on C54H44ClN3O4PY as an isolated structure.

Geometry as XYZ:
```
108
Properties=species:S:1:pos:R:3:forces:R:3:lowdin_charge:R:1
Y 0.780619 0.990692 -1.310666 0.0253 0.0534 -0.2831 1.497
O 2.514128 2.020646 -2.153724 0.0574 -0.0842 -0.0716 -0.180
C 2.969407 2.876097 -2.989549 0.0257 0.2610 -0.2331 -0.345
C 4.341653 3.248346 -2.959528 -0.0153 -0.0718 0.0604 -0.015
C 4.860718 4.168879 -3.836677 -0.0108 -0.0249 0.0253 -0.116
C 4.053864 4.781897 -4.802439 0.0135 0.0712 -0.0754 -0.138
C 2.721198 4.437971 -4.858114 -0.0287 -0.0525 0.0458 -0.078
C 2.155850 3.499918 -3.983877 0.2922 -0.0705 0.1910 -0.137
C 0.755512 3.183744 -4.149460 -0.1774 -0.0230 -0.0188 -0.109
N 0.057545 2.339827 -3.498181 0.0210 0.0258 -0.0116 0.011
C -1.319849 2.189104 -3.976559 -0.0182 -0.0420 0.0155 -0.194
C -2.207844 1.436719 -2.986150 0.0584 0.0569 0.0361 -0.232
N -1.450812 0.283958 -2.546077 -0.0318 -0.0004 0.0245 -0.010
C -1.830359 -0.848213 -2.995660 -0.1010 0.0166 -0.0235 -0.120
C -1.048775 -2.055735 -3.004532 0.3029 -0.0022 0.0372 -0.169
C -1.674962 -3.286785 -3.229674 0.0021 0.0264 0.0022 -0.067
C -0.951485 -4.450279 -3.352770 -0.0581 -0.0799 -0.0040 -0.123
C 0.445622 -4.376810 -3.296702 0.0180 0.0438 -0.0066 -0.103
C 1.088938 -3.178224 -3.110516 0.0433 0.0589 0.0160 -0.025
C 0.372668 -1.966497 -2.912288 -0.1091 -0.1783 0.0284 -0.376
O 0.992281 -0.860431 -2.680614 -0.0502 -0.0828 0.0070 -0.210
H 4.960473 2.776593 -2.204385 -0.0287 0.0020 -0.0110 0.109
H 5.913045 4.426253 -3.775336 -0.0057 -0.0029 0.0039 0.091
H 4.468371 5.510408 -5.488238 -0.0139 -0.0073 0.0064 0.080
H 2.075907 4.899520 -5.600433 -0.0078 -0.0054 0.0038 0.097
H 0.277421 3.750769 -4.962075 -0.0397 0.0129 -0.0168 0.118
H -1.290406 1.594943 -4.897306 0.0146 0.0069 -0.0221 0.118
H -1.759208 3.163809 -4.212396 -0.0173 0.0321 -0.0075 0.114
H -3.133651 1.141888 -3.497871 -0.0487 0.0010 -0.0316 0.108
H -2.454692 2.070478 -2.140343 -0.0108 -0.0084 0.0085 0.088
H -2.808269 -0.925646 -3.494015 -0.0278 0.0402 -0.0103 0.122
H -2.759923 -3.309531 -3.285092 0.0059 0.0048 0.0017 0.103
H -1.447765 -5.403536 -3.484235 -0.0009 0.0206 0.0004 0.084
H 1.032478 -5.284029 -3.392223 -0.0029 0.0067 0.0046 0.093
H 2.171331 -3.132800 -3.056671 -0.0253 0.0088 0.0033 0.103
N 2.781905 -0.531102 -0.871928 -0.0391 -0.2488 -0.0451 0.019
C 3.985601 -0.304080 -0.146577 0.1634 0.0834 0.0148 -0.232
C 5.189046 -0.719148 -0.713852 -0.0459 0.0156 -0.0349 -0.042
C 6.403868 -0.510475 -0.084775 0.0074 -0.0141 -0.0147 -0.118
C 6.412755 0.129414 1.144275 -0.0088 0.0021 0.0047 -0.113
C 5.217919 0.548141 1.704998 0.0042 0.0240 -0.0011 -0.046
C 3.971897 0.344822 1.092851 0.0721 -0.0999 -0.0560 -0.114
C 2.762059 0.915998 1.749671 -0.2101 0.1578 0.0197 -0.212
C 2.793581 0.952564 3.152557 0.0310 -0.0327 -0.0337 -0.086
C 1.905744 1.728164 3.876729 0.0351 -0.0042 0.0737 -0.121
C 1.010345 2.519421 3.178778 0.0508 0.0496 0.0019 -0.121
C 0.935572 2.403721 1.796176 -0.1551 -0.1155 0.0583 -0.163
C 1.721362 1.542880 1.007589 0.1193 -0.0139 0.1884 -0.116
H 2.978863 -0.606572 -1.864647 -0.0257 -0.0724 0.0147 0.070
H 2.350248 -1.420496 -0.621769 0.0053 0.0313 0.0893 0.083
H 5.154681 -1.219887 -1.676169 -0.0030 0.0047 0.0110 0.107
H 7.325713 -0.839101 -0.550166 -0.0128 0.0060 -0.0027 0.088
H 7.347709 0.323916 1.657072 -0.0081 0.0040 0.0028 0.088
H 5.245074 1.098887 2.636247 -0.0121 -0.0053 -0.0146 0.101
H 3.527450 0.358341 3.689561 -0.0113 0.0055 -0.0277 0.097
H 1.924921 1.722279 4.961299 0.0018 -0.0061 -0.0191 0.090
H 0.340559 3.189893 3.709338 0.0100 -0.0092 -0.0301 0.094
H 0.190132 3.014300 1.305596 -0.0108 0.0207 0.0365 0.058
O -1.129538 4.653801 -0.493705 0.0025 -0.0019 -0.0357 0.030
C -1.397164 3.473127 -0.289400 0.0414 0.1941 -0.0631 -0.641
O -0.769976 2.471063 -0.759120 -0.0526 0.2330 0.2175 -0.253
C -2.630432 3.169201 0.563339 -0.0399 -0.0545 0.0059 -0.117
C -3.542660 4.222932 0.685929 0.0602 0.0426 -0.0416 -0.034
C -4.724419 4.080674 1.381834 -0.0304 -0.0408 0.0393 -0.094
C -5.016603 2.862468 1.987478 -0.0098 0.0418 -0.0090 -0.093
C -4.117133 1.820272 1.884260 0.0770 0.0070 -0.0802 -0.117
C -2.909144 1.943629 1.178108 -0.1596 0.0209 0.0596 -0.283
P -1.788073 0.464523 1.131141 0.1463 -0.1391 -0.0864 1.150
C -1.447458 0.221381 2.927273 0.0187 -0.0034 0.1253 -0.340
C -0.622913 -0.858939 3.260195 -0.0412 0.0894 -0.0264 -0.096
C -0.266283 -1.099966 4.579131 0.0146 -0.0196 -0.0172 -0.073
C -0.703143 -0.253746 5.586974 0.0267 -0.0282 0.0339 -0.111
C -1.494164 0.838222 5.266593 -0.0760 0.0687 -0.0158 -0.106
C -1.864796 1.076801 3.949346 0.0584 -0.1277 -0.0816 -0.101
C -3.098159 -0.790575 0.804774 -0.1122 -0.1211 0.0536 -0.364
C -3.260912 -1.953004 1.556114 0.0028 0.0826 -0.1019 -0.082
C -4.213847 -2.899541 1.200061 0.0398 -0.0393 0.0071 -0.094
C -5.010030 -2.710346 0.080989 0.0022 -0.0059 -0.0032 -0.110
C -4.847639 -1.561805 -0.683678 -0.0479 0.0301 -0.0542 -0.103
C -3.904000 -0.612879 -0.324573 0.0735 -0.0014 0.1028 -0.113
H -3.277983 5.158255 0.210736 0.0037 -0.0182 0.0005 0.108
H -5.415564 4.912365 1.453529 -0.0174 -0.0048 0.0077 0.091
H -5.938891 2.726296 2.540269 -0.0065 0.0037 -0.0026 0.094
H -4.346125 0.875681 2.362121 -0.0047 -0.0191 0.0029 0.109
H -0.269172 -1.507844 2.465224 0.0124 0.0026 0.0473 0.060
H 0.365892 -1.950305 4.807142 -0.0215 0.0103 -0.0284 0.101
H -0.415610 -0.437204 6.616305 -0.0047 0.0092 -0.0052 0.091
H -1.822330 1.517936 6.045886 0.0016 0.0031 -0.0232 0.092
H -2.462835 1.946607 3.719181 -0.0188 0.0441 0.0206 0.091
H -2.629503 -2.136964 2.414167 0.0164 -0.0173 0.0140 0.098
H -4.307323 -3.802120 1.792255 0.0025 0.0128 -0.0005 0.100
H -5.745378 -3.455347 -0.200771 0.0143 0.0072 0.0014 0.089
H -5.460373 -1.405699 -1.565794 0.0215 0.0100 0.0220 0.093
H -3.788941 0.285109 -0.922020 -0.0145 -0.0094 -0.0059 0.092
Cl 0.052974 -7.284642 3.955147 0.0049 -0.1308 0.1017 0.514
C 0.025288 -5.884771 2.892560 0.0045 0.1060 -0.0680 -0.732
C 1.033271 -4.925496 2.965758 -0.0931 0.0252 -0.0961 -0.166
C 1.012505 -3.827311 2.133450 0.0231 -0.0281 0.0560 -0.092
C -0.028573 -3.604738 1.161974 0.0360 0.0635 -0.0708 -0.362
C -0.074074 -2.474329 0.366399 0.1286 -0.1515 -0.0255 -0.078
C -1.028650 -4.638516 1.123949 -0.0680 -0.0471 0.0396 -0.084
C -1.000952 -5.731859 1.961396 0.0701 0.1102 -0.0099 -0.165
H 1.836057 -5.040763 3.685757 -0.0024 -0.0206 0.0021 0.086
H 1.807215 -3.089885 2.216589 -0.0171 -0.0196 -0.0076 0.097
H 0.779964 -1.806774 0.355865 -0.1520 0.1315 0.1646 0.013
H -0.891632 -2.287871 -0.315628 0.0726 -0.1020 -0.1158 0.032
H -1.820753 -4.557248 0.387027 -0.0078 0.0137 0.0113 0.090
H -1.778076 -6.485645 1.890017 0.0140 -0.0078 0.0079 0.084
```
Positions in Å, forces in eV/Å.

Calculated values
Net charge = -2
Energy relative to the best compared isomer or geometry (same formula, charge and spin) = 0.6095 eV
Molecular weight = 954.3 Da
LUMO = 4.19 eV
Kohn-Sham gap = 4.62 eV